(1)
The following is a DFT calculation (ωB97M-V with the def2-TZVPD basis set) of a molecular structure, C27H53ClN3O4PdSi2 at a distorted geometry.

Computed properties:
E_HOMO (spin up / spin down) = -3.42 / -4.12 eV
LUMO level (spin up / spin down) = 2.5316 / 2.5303 eV
Charge = -1
Multiplicity = 3
Calculated total energy = -2692.8704 hartree
Orbital gap (spin up / spin down) = 5.952 / 6.652 eV

The geometry in XYZ format:
```
91
Properties=species:S:1:pos:R:3:forces:R:3:lowdin_spin:R:1
O 0.87313 -0.42407 -2.35549 0.1 -0.5 0.8 0.010
C -0.15958 -0.50745 -3.17838 -0.9 0.5 0.4 0.000
C -0.05999 0.72369 -4.15817 -0.3 -0.6 0.3 0.000
C 0.88241 1.73143 -3.89935 -0.2 -0.1 0.0 0.000
H 1.53941 1.64169 -3.02193 -0.6 -0.1 -0.4 0.000
C 0.97397 2.84658 -4.73330 0.0 -0.5 0.2 0.000
H 1.66339 3.63202 -4.42862 -0.1 0.0 -0.4 0.000
C 0.20121 2.91447 -5.89122 0.0 -0.2 0.3 0.000
H 0.29891 3.76780 -6.54571 -0.1 0.1 -0.2 0.000
C -0.68603 1.87518 -6.18504 -0.1 -0.2 0.1 0.000
H -1.28183 1.91139 -7.09197 0.0 0.1 0.0 0.000
C -0.83204 0.78612 -5.31625 0.3 0.5 0.0 0.000
H -1.53932 -0.03117 -5.51032 0.2 0.4 0.0 0.000
H -0.11558 -1.42349 -3.83272 -0.3 0.2 0.0 0.000
C -2.13742 -2.09205 -2.24959 -0.4 -0.4 0.1 0.000
C -1.64664 -0.67915 -2.42699 0.3 1.0 -2.8 0.003
H -3.09025 -2.20083 -2.80235 0.5 -0.2 0.1 0.000
H -2.35937 -2.41184 -1.21404 0.3 0.4 -0.5 0.000
H -1.40073 -2.78661 -2.67699 -0.2 0.0 0.1 0.000
C -2.54343 0.31902 -2.58037 0.0 -0.7 0.6 0.008
C -4.05185 0.21726 -2.45702 -0.1 0.4 -0.2 0.003
H -2.19271 1.30234 -2.86782 0.1 0.0 -0.1 0.000
H -4.46768 0.58240 -3.42060 0.1 -0.1 0.4 0.001
H -4.48294 0.86065 -1.66178 0.4 -0.4 -0.3 0.002
H -4.42475 -0.80601 -2.30519 0.2 0.4 0.1 0.000
Pd -0.63363 -0.34759 0.50451 1.3 -1.1 -0.8 1.306
Cl -2.92783 0.02098 0.61455 -1.3 0.0 0.0 0.153
C -1.95683 -1.39291 3.24253 1.1 -0.1 -0.6 0.006
O -0.95016 -1.72512 2.59169 -1.5 0.2 0.8 0.049
N -2.08947 -1.61434 4.56394 0.1 -0.2 0.4 0.002
C -1.07299 -2.37737 5.27108 -0.2 0.2 0.2 0.001
C -3.08814 -0.89781 5.34364 0.0 -0.1 -0.3 0.001
H -2.81746 -0.87770 2.78609 0.3 0.0 -0.1 0.000
H -0.53652 -3.00391 4.55682 -0.1 0.1 0.1 0.000
H -1.56993 -2.99727 6.02874 0.1 0.0 -0.1 0.000
H -0.36004 -1.71223 5.77957 -0.1 -0.1 -0.1 0.000
H -3.73362 -0.35009 4.64326 0.1 -0.1 0.3 0.000
H -2.62083 -0.17748 6.03255 0.0 -0.2 -0.2 0.000
H -3.69268 -1.59836 5.93153 0.0 0.1 -0.1 0.000
H 4.92407 0.15177 -2.59510 -0.1 0.0 -0.1 0.000
H 4.37071 2.10869 -0.82220 -0.1 0.0 0.1 0.000
C 3.88091 0.50149 -2.66465 0.2 0.0 0.4 0.000
C 3.66256 1.41452 -0.36209 -0.6 0.1 0.3 0.001
N 3.21433 0.47792 -1.37544 0.3 -0.4 0.1 0.004
H 3.31526 -0.13321 -3.34181 0.0 0.1 -0.1 0.000
C 2.47867 -0.62224 -1.01453 -0.2 0.6 1.7 0.010
O 1.87053 -0.66568 0.08893 1.6 -0.4 -1.8 0.040
H 4.16510 0.90397 0.48454 -0.3 0.2 -0.4 0.000
H 2.69856 -1.47648 -1.68857 -0.5 0.2 0.5 0.000
H 3.90256 1.53509 -3.04118 -0.1 -0.3 -0.1 0.000
H 2.80131 1.98746 0.03126 0.5 -0.2 0.0 0.000
H -0.53222 -6.02682 0.63364 0.0 0.1 0.0 0.000
H 1.79721 -6.06346 -0.78098 -0.1 0.1 -0.1 0.000
C -0.88648 -5.33989 -0.14247 0.2 0.3 -0.3 0.000
C 1.21984 -5.41388 -1.45444 -0.1 0.3 0.4 0.000
N 0.24363 -4.60936 -0.72025 -0.1 -1.2 0.0 0.001
H -1.58334 -4.61431 0.28528 0.1 -0.2 -0.1 0.000
C 0.40271 -3.30313 -0.47231 -1.5 1.8 0.7 0.002
O -0.50194 -2.60850 0.04707 2.0 -1.9 -0.9 0.009
H 1.90550 -4.75040 -1.98481 -0.1 -0.1 0.0 0.000
H 1.38018 -2.88972 -0.77201 -0.4 0.1 0.0 0.000
H -1.36931 -5.92602 -0.92856 -0.1 0.1 0.1 0.000
H 0.70134 -6.05900 -2.17483 0.1 0.2 0.1 0.000
C 2.06560 -0.75097 3.17024 0.3 -0.3 0.2 0.004
Si 1.36862 0.97006 3.00587 -1.2 -0.1 -0.9 0.043
C 0.54308 1.35805 4.66725 0.0 0.1 0.4 0.011
C 2.87256 2.11054 2.94341 0.4 0.1 0.0 0.003
C -0.04353 1.14581 1.74000 0.1 1.8 1.3 0.227
Si -0.43741 2.80003 0.88771 0.2 -1.0 0.8 0.040
C 0.67671 4.23506 1.41705 0.1 0.4 -0.1 0.007
C -0.37864 2.64904 -0.97919 -0.2 0.2 0.0 0.020
C -2.14028 3.31400 1.50900 -0.3 0.2 -0.2 0.002
H 2.49153 -0.83843 4.18333 0.0 -0.1 -0.2 0.000
H 2.86000 -0.92879 2.43656 -0.2 0.0 0.1 0.000
H 1.28602 -1.51169 3.04421 0.2 0.2 0.0 0.000
H 0.77745 0.55822 5.38573 -0.1 0.2 0.0 0.002
H 0.93873 2.30086 5.07151 -0.2 -0.2 0.0 0.000
H -0.54774 1.45080 4.58584 0.2 0.0 0.0 0.001
H 3.75835 1.57414 2.57560 -0.2 0.1 0.0 0.000
H 2.75455 3.02769 2.36080 0.0 -0.2 0.1 0.000
H 3.08926 2.40162 3.98230 0.0 0.0 -0.2 0.000
H -0.98679 1.00817 2.34030 0.8 0.3 0.0 0.013
H 1.63488 4.25503 0.88082 -0.1 0.0 0.1 0.000
H 0.14583 5.16821 1.17112 0.2 -0.1 0.0 0.001
H 0.88416 4.25733 2.49501 -0.1 -0.1 -0.2 0.000
H -0.62194 1.62763 -1.31511 0.1 0.4 0.1 0.006
H -1.10942 3.34562 -1.41739 0.1 -0.2 -0.1 0.002
H 0.60699 2.90829 -1.38073 -0.1 -0.1 0.1 0.000
H -2.93585 2.69120 1.07439 0.3 0.2 0.1 0.000
H -2.21004 3.22704 2.60361 0.1 0.0 -0.2 0.000
H -2.31454 4.36842 1.24697 -0.1 -0.2 0.0 0.000
```
Forces are in eV/Å.

---

(2)
The following is a DFT calculation (ωB97M-V with the def2-TZVPD basis set) of 4 unconnected molecules or ions with the total composition C27H53F3I2NO8 at a distorted geometry.

Computed properties:
E_HOMO (spin up / spin down) = -8.69 / -8.81 eV
LUMO level (spin up / spin down) = -0.0580 / -0.0737 eV
Multiplicity = 2
Calculated total energy = -2611.9834 hartree
Orbital gap (spin up / spin down) = 8.633 / 8.739 eV

The geometry in XYZ format:
```
94
Properties=species:S:1:pos:R:3:forces:R:3:lowdin_spin:R:1
C -2.84784 1.63495 4.77862 -0.7 -0.2 0.7 0.006
C -3.25533 0.25518 4.36193 -0.3 0.1 1.3 0.000
I -4.38208 -0.74157 5.87369 0.2 0.3 -0.2 0.001
C -2.97600 -0.28111 3.19885 0.3 -1.1 -1.1 0.000
I -3.72967 -2.23677 2.80649 0.1 0.3 -0.1 0.000
C -2.15533 0.46791 2.09551 -1.2 -0.7 -0.5 0.000
C -2.04972 -0.38442 0.80208 0.8 0.6 0.6 0.000
C -1.06101 -1.56916 0.83587 -0.5 0.6 -1.2 0.000
O -1.69737 -2.72220 0.32833 0.2 -0.2 0.0 0.000
C 0.18315 -1.31845 -0.06028 -0.7 -1.4 0.8 0.000
F 0.63032 -2.47970 -0.52771 0.4 -0.8 -0.3 0.000
F 1.19455 -0.79275 0.60463 0.7 1.0 0.4 0.000
F -0.09369 -0.58889 -1.12499 -0.1 1.0 -0.8 0.000
C -3.06606 1.67541 1.67628 1.0 0.3 0.6 -0.001
C -2.42667 3.07682 1.61718 -1.7 0.7 -0.3 0.029
C -3.53107 4.08990 2.01574 0.7 0.1 -0.5 0.004
C -2.07630 3.43560 0.16269 0.1 -0.3 0.2 0.021
N -1.31028 3.30354 2.54350 0.4 -0.7 -1.4 0.372
O -0.86739 4.49843 2.53944 -0.1 0.2 0.5 0.503
C -0.26095 2.27854 2.54654 1.5 -0.4 1.0 0.029
C 0.60696 2.54085 3.80876 -0.3 0.5 -0.5 0.004
C 0.72024 2.40488 1.35574 -1.1 -0.3 0.1 0.021
C -0.75677 0.81908 2.64758 -0.7 0.8 0.4 -0.001
H -3.29326 2.35899 4.11462 0.2 0.4 -0.2 0.002
H -1.78405 1.76056 4.88378 0.4 0.1 -0.2 0.002
H -3.26988 1.83221 5.75433 0.0 0.2 0.2 0.000
H -1.80415 0.33815 0.03004 0.3 -0.1 -0.3 0.000
H -3.01674 -0.77344 0.52366 -0.3 -0.1 0.1 0.000
H -0.70782 -1.75246 1.84272 0.0 -0.4 0.1 0.000
H -1.97302 -2.52780 -0.57842 0.0 -0.1 0.2 0.000
H -3.92236 1.73068 2.32512 -0.2 -0.1 0.3 0.000
H -3.48354 1.50022 0.69389 -0.1 -0.2 -0.3 0.000
H -3.52068 4.29599 3.07519 -0.3 0.0 0.3 0.000
H -3.32174 5.01030 1.48726 0.0 0.4 0.2 0.000
H -4.49918 3.76179 1.66119 -0.3 -0.2 0.1 0.000
H -3.00486 3.69420 -0.33686 -0.2 -0.1 -0.1 0.002
H -1.63711 2.60095 -0.37505 0.3 0.0 -0.1 0.000
H -1.44839 4.31552 0.13502 0.3 0.1 -0.1 0.003
H 1.38610 3.24829 3.56359 0.3 0.1 0.0 0.000
H 0.03013 3.01547 4.59056 -0.2 -0.2 0.3 -0.001
H 1.04885 1.61432 4.14711 0.2 -0.2 0.2 0.000
H 1.64585 1.95536 1.68067 0.4 0.0 -0.1 0.002
H 0.85439 3.44205 1.08297 0.2 0.2 -0.1 0.003
H 0.35130 1.81514 0.52043 0.1 0.2 -0.3 0.000
H 0.03606 0.21678 2.22800 0.0 -0.2 -0.3 0.000
H -0.76132 0.55878 3.69229 0.0 -0.1 0.3 0.000
C 3.35271 -2.77410 -5.26798 0.0 0.0 0.1 0.000
O 3.13943 -3.49096 -4.06535 -0.1 0.0 -0.2 0.000
C 1.82037 -3.32926 -3.55930 0.2 -0.2 0.2 0.000
C 0.95868 -4.53771 -3.85263 -0.3 0.2 -0.1 0.000
O 0.71556 -4.68429 -5.24482 0.2 -0.1 0.0 0.000
C 1.51552 -5.69502 -5.83372 -0.1 0.0 -0.1 0.000
H 4.30274 -3.09843 -5.68951 0.0 0.0 0.1 0.000
H 2.56208 -2.96769 -5.99736 0.0 0.0 0.0 0.000
H 3.40917 -1.69980 -5.06154 0.0 0.0 -0.1 0.000
H 1.35959 -2.42278 -3.96393 0.0 0.0 0.0 0.000
H 1.90091 -3.21143 -2.47663 0.0 0.0 0.0 0.000
H -0.01299 -4.39940 -3.36729 0.0 0.0 0.0 0.000
H 1.41533 -5.44289 -3.44194 0.1 0.0 0.0 0.000
H 1.16102 -6.68524 -5.52647 0.1 0.0 0.0 0.000
H 2.56872 -5.58408 -5.56342 0.0 0.0 0.0 0.000
H 1.42281 -5.61194 -6.91547 -0.1 0.0 0.0 0.000
C 4.66966 -8.16389 -7.15852 0.0 0.0 -0.1 0.000
O 4.80749 -6.84603 -7.66060 0.1 -0.1 0.1 0.000
C 5.40445 -5.95521 -6.72879 -0.2 0.1 -0.3 0.000
C 6.85849 -5.69820 -7.05767 0.1 0.0 0.4 0.000
O 7.64957 -6.86324 -6.87616 -0.1 0.0 -0.2 0.000
C 7.97053 -7.51264 -8.09359 0.0 0.0 0.1 0.000
H 4.38863 -8.80822 -7.99027 0.0 0.1 0.0 0.000
H 5.60509 -8.53101 -6.72970 0.0 0.0 0.0 0.000
H 3.87962 -8.20260 -6.40041 0.0 -0.1 0.0 0.000
H 5.30084 -6.33309 -5.70714 0.1 0.0 0.0 0.000
H 4.85640 -5.01038 -6.79424 0.0 0.0 0.0 0.000
H 7.24409 -4.93765 -6.37095 0.0 0.0 0.0 0.000
H 6.95811 -5.31447 -8.07740 0.0 0.0 0.0 0.000
H 8.71266 -6.93170 -8.65172 0.0 0.0 -0.1 0.000
H 7.08487 -7.66570 -8.71497 0.0 0.0 0.0 0.000
H 8.39909 -8.48348 -7.84932 0.0 0.0 0.1 0.000
C -2.77785 6.22558 4.90288 -0.1 0.0 0.0 0.000
O -4.16174 6.36269 5.18329 0.1 0.0 0.1 0.000
C -4.49544 6.02338 6.52083 -0.3 0.0 -0.2 0.000
C -4.70628 7.25528 7.37360 0.2 -0.1 0.3 0.000
O -3.49713 7.97560 7.55901 0.0 0.0 -0.2 0.000
C -3.40369 9.12664 6.73819 0.0 0.0 0.1 0.000
H -2.58480 6.67961 3.93272 0.0 -0.1 0.0 0.000
H -2.16212 6.72552 5.65435 0.0 0.0 0.0 0.000
H -2.50713 5.16505 4.85396 0.1 0.0 0.0 0.000
H -3.72704 5.38083 6.96191 0.0 0.0 0.0 0.000
H -5.43112 5.45548 6.48622 0.0 0.0 0.0 0.000
H -5.04965 6.94165 8.36475 0.0 0.0 0.0 0.000
H -5.47797 7.89542 6.93595 0.0 0.0 -0.1 0.000
H -4.08209 9.90768 7.09809 0.0 0.0 -0.1 0.000
H -3.63206 8.89751 5.69458 0.0 0.0 0.0 0.000
H -2.38137 9.49651 6.79987 0.0 0.0 0.1 0.000
```
Forces are in eV/Å.

---

> Which of these has the lowest multiplicity?

C27H53F3I2NO8

---

> Among the records above, which one has the highest calculated total energy?

C27H53F3I2NO8

---

> Among the records above, which one has the highest multiplicity?

C27H53ClN3O4PdSi2

---

> Look up the multiplicity of the first one.

3